C2H7N5 | the ωB97M-V functional and the def2-TZVPD basis

The value obtained for the orbital gap is 9.54 eV. The calculation puts the electronic energy at -354.0080 Eh. Its strongest force on any atom is 0.1183 hartree/bohr.

Geometry as ORCA input:
```
! RIJCOSX wB97M-V def2-TZVPD def2/J DEFGRID3
* xyz 0 1
C -1.237 -0.519 -0.705
C -1.802 1.037 0.842
N 3.202 0.386 -2.225
N 2.730 -0.125 -1.338
N -1.044 -0.064 0.448
N 2.171 -0.708 -0.517
N 1.929 -0.630 0.847
H -1.863 -0.057 -1.476
H -0.686 -1.435 -1.003
H -2.288 1.564 0.022
H -2.784 0.752 1.390
H -1.334 1.802 1.453
H 0.961 -0.352 0.992
H 2.045 -1.651 1.270
*
```

Atom charges from the Löwdin analysis, given in e for atoms 1 to 6:
1 C -0.0552
2 C -0.1840
3 N 0.1432
4 N -0.2683
5 N -0.1192
6 N -0.0767